A structure of composition C16H19Cl2NO6PbS. Source: the Open Molecules 2025 dataset; level of theory: ωB97M-V/def2-TZVPD.

Its orbital gap (spin up / spin down) is 7.165 / 5.152 eV. The highest occupied orbital energy (spin up / spin down) is -15.59 / -14.38 eV. For the lowest unoccupied orbital energy (spin up / spin down), the calculation gives -8.424 / -9.224 eV. As for the total charge: +2.

Cartesian coordinates (Å):
Pb1 0.58 -0.10 0.00
Cl1 7.57 3.91 0.01
Cl2 5.87 -1.15 0.00
S1 2.25 -2.69 0.00
O1 3.25 0.10 0.00
O2 -0.72 -0.12 2.15
O3 -1.55 1.37 0.00
O4 -0.72 -0.12 -2.15
O5 -1.42 -1.72 0.00
O6 1.53 2.35 0.00
N1 0.38 -4.78 -0.01
C1 -1.39 -1.38 -2.37
C2 3.92 2.39 0.00
C3 4.16 0.95 0.00
C4 -2.20 -1.85 -1.19
C5 -2.21 -1.84 1.19
C6 -2.33 1.48 1.19
C7 -1.46 1.10 2.36
C8 -1.39 -1.38 2.37
C9 5.56 0.52 0.00
C10 4.97 3.26 0.00
C11 2.58 2.97 0.00
C12 -2.33 1.47 -1.19
C13 -1.46 1.10 -2.37
C14 6.31 2.79 0.00
C15 1.18 -3.92 0.00
C16 6.59 1.42 0.00
H1 -2.67 2.51 1.34
H2 2.55 4.07 0.00
H3 -0.59 -2.09 -2.58
H4 -2.06 1.01 -3.27
H5 -0.70 1.86 -2.52
H6 -3.12 -1.26 1.07
H7 -2.02 -1.31 -3.26
H8 -2.67 2.50 -1.34
H9 -3.12 -1.27 -1.08
H10 -3.22 0.84 -1.11
H11 -2.48 -2.89 -1.36
H12 -2.49 -2.89 1.35
H13 -2.06 1.02 3.27
H14 -0.70 1.86 2.52
H15 7.62 1.08 0.01
H16 4.79 4.33 0.00
H17 -2.03 -1.31 3.26
H18 -0.59 -2.09 2.58
H19 -3.22 0.84 1.11

---

The molecule C16H19ClN2O3 in a non-equilibrium geometry. Source: the Open Molecules 2025 dataset; level of theory: ωB97M-V/def2-TZVPD.

Its orbital gap is 8.604 eV. The SMILES is COc1ccc(Cl)cc1C(=O)NC[C@H](c1ccco1)N(C)C. The highest occupied orbital energy is -8.13 eV. For the lowest unoccupied orbital energy, the calculation gives 0.473 eV.

Cartesian coordinates (Å):
Cl1 6.31 -1.49 1.38
O1 1.79 1.82 -0.43
O2 -3.77 -1.20 1.29
O3 1.12 -1.91 1.10
N1 0.25 0.17 1.06
N2 -1.73 -0.80 -1.15
C1 -5.10 -1.18 1.45
C2 -2.01 0.00 0.03
C3 -0.64 -0.32 -1.97
C4 5.24 0.68 0.18
C5 2.87 1.08 -0.02
C6 2.01 2.95 -1.24
C7 -1.63 -2.23 -0.91
C8 1.26 -0.71 0.95
C9 -1.11 -0.24 1.27
C10 -4.58 0.44 0.03
C11 2.62 -0.13 0.66
C12 3.69 -0.91 1.07
C13 4.18 1.46 -0.25
C14 -5.66 -0.20 0.70
C15 4.99 -0.51 0.84
C16 -3.45 -0.21 0.43
H1 0.35 -0.55 -1.56
H2 0.42 1.14 0.84
H3 -1.91 1.05 -0.27
H4 6.26 1.00 0.00
H5 -1.70 -2.74 -1.87
H6 3.47 -1.85 1.56
H7 1.02 3.31 -1.51
H8 4.40 2.38 -0.77
H9 -0.68 -2.52 -0.43
H10 -5.52 -1.91 2.11
H11 -4.64 1.26 -0.65
H12 -0.72 -0.81 -2.95
H13 -1.53 0.33 2.11
H14 -0.73 0.75 -2.11
H15 2.55 2.68 -2.16
H16 2.55 3.73 -0.71
H17 -2.46 -2.55 -0.28
H18 -6.70 0.05 0.62
H19 -1.10 -1.30 1.53

---

The molecule C16H19ClN4O6S in a non-equilibrium geometry. Source: the Open Molecules 2025 dataset; level of theory: ωB97M-V/def2-TZVPD.

Its orbital gap is 8.623 eV. The highest occupied orbital energy is -9.05 eV. For the lowest unoccupied orbital energy, the calculation gives -0.427 eV.

Cartesian coordinates (Å):
Cl1 2.65 1.53 2.87
S1 -1.19 2.21 0.19
O1 0.97 3.24 -3.77
O2 1.30 0.30 -0.67
O3 0.33 -3.07 2.61
O4 1.01 3.42 -1.63
O5 1.21 -3.17 -1.15
O6 2.10 -2.65 0.73
N1 0.58 2.94 -2.67
N2 -0.80 1.22 -3.63
N3 1.15 -2.75 -0.02
N4 -1.97 0.58 -1.87
C1 -1.12 1.55 -1.43
C2 0.50 -1.72 4.64
C3 -1.73 -1.85 2.17
C4 -1.72 0.40 -3.21
C5 -2.42 -0.59 -4.06
C6 1.44 1.18 0.43
C7 -0.13 -2.29 0.45
C8 -2.11 -1.04 -0.08
C9 -0.94 -1.65 -0.48
C10 -0.50 -2.41 1.80
C11 -2.88 -0.17 -1.04
C12 2.49 0.58 1.38
C13 -2.51 -1.17 1.25
C14 -0.42 1.95 -2.56
C15 0.13 -3.07 4.02
C16 0.09 1.28 1.12
H1 2.12 0.29 -1.18
H2 -0.16 -0.93 4.28
H3 0.81 -3.84 4.37
H4 1.52 -1.46 4.38
H5 -0.29 0.29 1.34
H6 -3.52 -0.78 -1.69
H7 0.19 1.86 2.04
H8 -3.51 0.53 -0.49
H9 0.42 -1.79 5.72
H10 2.22 -0.44 1.66
H11 -3.49 -0.40 -4.10
H12 -2.26 -1.61 -3.69
H13 -0.58 -1.58 -1.49
H14 -2.08 -1.93 3.19
H15 3.47 0.57 0.90
H16 -0.89 -3.36 4.27
H17 1.76 2.18 0.10
H18 -2.01 -0.52 -5.06
H19 -3.42 -0.70 1.58

---

The molecule C16H19F2NO2S. Source: the Open Molecules 2025 dataset; level of theory: ωB97M-V/def2-TZVPD.

Its orbital gap is 8.429 eV. The SMILES is C[C@@H]1CN(C(=O)/C=C/c2ccc(SC(F)F)cc2)C[C@@H](C)O1. The highest occupied orbital energy is -8.61 eV. For the lowest unoccupied orbital energy, the calculation gives -0.186 eV.

Cartesian coordinates (Å):
S1 -4.38 -3.28 -4.11
F1 -5.30 -1.73 -6.00
F2 -5.98 -1.17 -4.03
O1 2.89 2.85 2.15
O2 1.53 -1.55 2.15
N1 1.13 0.66 2.30
C1 1.88 2.69 1.17
C2 0.68 1.93 1.76
C3 -2.03 -3.54 -2.76
C4 -4.92 -1.64 -4.72
C5 -2.44 -1.32 -1.15
C6 -0.22 -0.71 0.82
C7 4.15 0.77 1.74
C8 -1.09 -3.19 -1.82
C9 2.16 0.84 3.30
C10 0.89 -0.57 1.79
C11 -0.25 -1.74 -0.02
C12 3.34 1.62 2.72
C13 -3.19 -2.77 -2.90
C14 -1.27 -2.07 -0.99
C15 -3.40 -1.67 -2.08
C16 1.48 4.09 0.72
H1 4.00 1.94 3.54
H2 -4.10 -0.91 -4.63
H3 -2.63 -0.47 -0.52
H4 -1.89 -4.40 -3.40
H5 0.24 2.52 2.57
H6 2.27 2.12 0.32
H7 0.60 -2.43 0.02
H8 -4.31 -1.10 -2.15
H9 3.50 0.27 1.02
H10 -1.03 0.01 0.87
H11 1.73 1.39 4.14
H12 4.70 0.01 2.28
H13 4.86 1.40 1.19
H14 -0.20 -3.78 -1.71
H15 2.35 4.61 0.33
H16 1.09 4.65 1.56
H17 0.72 4.03 -0.06
H18 2.48 -0.15 3.62
H19 -0.06 1.78 0.98

---

The molecule C16H19F6N3O3S. Source: the Open Molecules 2025 dataset; level of theory: ωB97M-V/def2-TZVPD.

Its orbital gap is 8.553 eV. The SMILES is CCC(=O)NC(Nc1sc2c(c1C(=O)OC)CCN(C)C2)(C(F)(F)F)C(F)(F)F. The highest occupied orbital energy is -8.13 eV. For the lowest unoccupied orbital energy, the calculation gives 0.424 eV.

Cartesian coordinates (Å):
S1 -0.30 1.23 0.16
F1 1.37 0.09 -2.34
F2 3.62 -1.55 1.51
F3 3.93 -2.27 -0.46
F4 3.42 -0.52 -2.45
F5 4.79 -0.40 0.12
F6 1.88 -1.97 -2.01
O1 3.07 1.01 2.08
O2 -0.01 -3.26 0.66
O3 -2.24 -3.30 0.44
N1 -4.32 1.48 -0.37
N2 1.31 -0.93 0.48
N3 2.60 1.01 -0.13
C1 -4.67 0.35 0.47
C2 -3.72 -0.85 0.34
C3 -2.30 -0.37 0.31
C4 -1.13 -1.20 0.40
C5 2.29 -0.72 -1.78
C6 3.71 -1.16 0.25
C7 -0.03 -4.68 0.73
C8 2.43 -0.41 -0.26
C9 4.22 3.53 0.16
C10 2.96 3.13 0.93
C11 -4.39 1.20 -1.79
C12 0.03 -0.46 0.33
C13 -1.22 -2.66 0.50
C14 -2.01 0.94 0.17
C15 -3.04 2.03 0.03
C16 2.88 1.63 1.07
H1 -5.37 0.76 -2.01
H2 -4.30 2.13 -2.34
H3 -4.67 0.71 1.50
H4 5.10 3.15 0.66
H5 2.34 1.58 -0.92
H6 -0.63 -5.00 1.58
H7 -2.72 2.77 -0.71
H8 -3.93 -1.41 -0.57
H9 -0.46 -5.09 -0.18
H10 2.06 3.50 0.42
H11 -3.62 0.51 -2.14
H12 1.34 -1.92 0.70
H13 2.99 3.55 1.94
H14 -5.69 0.05 0.22
H15 -3.87 -1.54 1.17
H16 -3.16 2.54 0.99
H17 4.20 3.14 -0.85
H18 4.29 4.62 0.11
H19 1.00 -4.99 0.85

---

A structure of composition C16H19F6N5O4PtS. Source: the Open Molecules 2025 dataset; level of theory: ωB97M-V/def2-TZVPD.

Its orbital gap is 6.178 eV. The highest occupied orbital energy is -7.29 eV. For the lowest unoccupied orbital energy, the calculation gives -1.110 eV.

Cartesian coordinates (Å):
Pt1 0.35 0.40 0.72
S1 2.61 8.85 -1.51
F1 -2.90 -3.32 1.00
F2 -2.48 -2.62 -1.59
F3 -0.79 -2.86 0.99
F4 -2.10 -1.96 2.47
F5 -0.60 -1.56 -1.38
F6 -2.36 -0.50 -2.03
O1 2.87 9.79 -0.44
O2 -1.62 0.03 0.67
O3 3.45 7.66 -1.50
O4 2.37 9.42 -2.81
N1 0.83 6.88 -1.01
N2 -0.03 9.07 -0.84
N3 0.69 -0.88 2.33
N4 2.38 0.86 0.73
N5 -0.11 2.14 -0.30
C1 0.71 4.21 -1.17
C2 -3.79 -0.80 0.33
C3 1.34 -0.10 3.42
C4 -1.93 -1.46 -1.20
C5 2.75 0.35 3.08
C6 -0.36 6.38 -0.68
C7 0.79 2.85 -1.02
C8 -2.03 -2.33 1.17
C9 -1.44 7.19 -0.41
C10 -1.21 8.56 -0.52
C11 -0.36 4.90 -0.60
C12 -2.29 -1.10 0.26
C13 2.84 1.44 2.02
C14 -1.33 4.15 0.05
C15 0.96 8.20 -1.07
C16 -1.18 2.79 0.19
H1 -0.25 -1.12 2.64
H2 -1.89 2.17 0.71
H3 -2.42 6.81 -0.14
H4 -3.98 0.10 -0.25
H5 3.23 0.69 3.99
H6 -2.20 4.62 0.50
H7 3.34 -0.52 2.73
H8 1.35 -0.70 4.33
H9 -4.40 -1.61 -0.05
H10 2.62 1.45 -0.06
H11 1.47 4.76 -1.71
H12 1.15 -1.77 2.16
H13 -2.01 9.27 -0.34
H14 2.92 0.01 0.59
H15 0.71 0.77 3.59
H16 2.22 2.31 2.25
H17 1.58 2.29 -1.49
H18 3.88 1.78 1.93
H19 -4.06 -0.60 1.37

---

A structure of composition C16H19FN in a non-equilibrium geometry. Source: the Open Molecules 2025 dataset; level of theory: ωB97M-V/def2-TZVPD.

Its orbital gap is 8.564 eV. The highest occupied orbital energy is -11.96 eV. For the lowest unoccupied orbital energy, the calculation gives -3.399 eV. As for the total charge: +1.

Cartesian coordinates (Å):
F1 1.00 -3.12 -1.14
N1 0.02 -0.48 -0.98
C1 -0.38 -2.85 0.94
C2 0.91 4.21 -0.19
C3 0.04 -3.68 -0.30
C4 -0.46 1.91 -0.63
C5 -0.32 -4.87 -0.47
C6 1.03 -0.71 0.25
C7 -1.71 -4.74 1.55
C8 -1.49 -5.44 0.42
C9 -0.35 2.54 0.62
C10 -1.39 -3.58 1.62
C11 0.03 -1.51 1.37
C12 -0.90 0.52 -0.98
C13 1.63 5.63 0.11
C14 0.43 2.50 -1.70
C15 1.05 3.60 -1.54
C16 0.34 3.79 0.95
H1 0.77 6.47 0.35
H2 0.59 2.07 -2.73
H3 -1.62 0.36 -0.39
H4 1.10 0.25 0.55
H5 -1.28 0.59 -2.17
H6 -1.80 -6.58 0.29
H7 1.81 -1.37 -0.17
H8 -0.76 -0.92 1.54
H9 0.77 -1.52 2.17
H10 0.95 -0.23 -1.86
H11 -1.00 2.04 1.23
H12 -0.32 -5.49 -1.55
H13 1.55 4.31 -2.14
H14 -0.31 -1.36 -1.48
H15 -1.65 -2.96 2.44
H16 -2.61 -5.15 2.42
H17 2.26 5.96 -0.93
H18 2.05 5.62 0.88
H19 0.02 4.18 1.68

---

A structure of composition C16H19N2O7STc in a non-equilibrium geometry. Source: the Open Molecules 2025 dataset; level of theory: ωB97M-V/def2-TZVPD.

Its orbital gap (spin up / spin down) is 6.729 / 6.438 eV. The highest occupied orbital energy (spin up / spin down) is -17.66 / -17.68 eV. For the lowest unoccupied orbital energy (spin up / spin down), the calculation gives -10.935 / -11.246 eV. The multiplicity is 2. As for the total charge: +3.

Cartesian coordinates (Å):
Tc1 -0.43 -0.08 -0.13
S1 -2.24 0.95 0.94
O1 -1.38 -1.57 -1.30
O2 -1.49 1.08 -1.60
O3 -0.85 -1.18 1.69
O4 0.93 0.15 -1.70
O5 -0.11 -2.60 3.26
O6 0.57 1.24 0.92
O7 2.76 -0.35 -2.73
N1 -0.04 2.23 1.62
N2 1.21 -1.36 0.29
C1 -2.50 -1.01 -2.05
C2 2.29 -3.01 1.65
C3 3.31 -2.27 -0.39
C4 -1.20 4.18 3.09
C5 0.19 4.17 2.91
C6 -0.90 2.33 -2.09
C7 0.00 -1.95 2.16
C8 0.76 3.18 2.17
C9 -0.84 -2.80 -1.85
C10 1.98 -0.50 -1.72
C11 3.34 -3.07 0.75
C12 1.24 -2.14 1.37
C13 2.23 -1.43 -0.59
C14 -1.99 0.26 -2.69
C15 -1.38 2.21 1.75
C16 -1.98 3.21 2.51
H1 -0.32 -3.31 -1.05
H2 -2.80 0.80 -3.19
H3 -1.65 -3.42 -2.20
H4 3.60 -0.84 -2.71
H5 4.12 -2.32 -1.10
H6 -0.96 -2.45 3.71
H7 -0.04 2.11 -2.72
H8 -1.67 2.86 -2.63
H9 -3.06 3.21 2.62
H10 -1.66 4.96 3.68
H11 0.82 4.93 3.35
H12 2.27 -3.61 2.55
H13 1.81 3.06 1.97
H14 -0.60 2.90 -1.21
H15 -3.31 -0.83 -1.34
H16 -0.16 -2.57 -2.68
H17 -1.19 0.06 -3.39
H18 4.17 -3.73 0.92
H19 -2.84 -1.71 -2.81

---

The molecule C16H19N3O2S in a non-equilibrium geometry. Source: the Open Molecules 2025 dataset; level of theory: ωB97M-V/def2-TZVPD.

Its orbital gap is 8.378 eV. The SMILES is O=C(CSc1ccc(-c2ccco2)nn1)N1CCCCCC1. The highest occupied orbital energy is -7.85 eV. For the lowest unoccupied orbital energy, the calculation gives 0.532 eV.

Cartesian coordinates (Å):
S1 -0.06 3.14 0.08
O1 0.68 0.78 -1.32
O2 -5.95 0.04 -0.58
N1 1.84 -0.36 0.23
N2 -2.59 0.30 0.70
N3 -1.54 1.06 0.70
C1 1.99 -1.46 -0.69
C2 1.17 0.73 -0.21
C3 -6.24 -1.93 0.42
C4 -3.68 0.65 0.02
C5 2.56 -0.46 1.48
C6 3.12 -1.24 -1.71
C7 -6.80 -0.97 -0.37
C8 4.77 -0.82 0.24
C9 -4.93 -1.47 0.70
C10 -4.80 -0.26 0.07
C11 4.04 -0.06 1.35
C12 4.30 -0.42 -1.17
C13 -1.53 2.20 0.03
C14 1.05 1.89 0.78
C15 -3.75 1.86 -0.70
C16 -2.64 2.66 -0.70
H1 3.48 -2.22 -2.03
H2 4.65 -1.90 0.38
H3 4.52 -0.26 2.30
H4 -4.65 2.12 -1.24
H5 2.50 -1.50 1.81
H6 -4.18 -1.96 1.29
H7 2.17 -2.36 -0.10
H8 4.01 0.63 -1.16
H9 2.72 -0.73 -2.58
H10 2.09 0.16 2.24
H11 5.83 -0.59 0.33
H12 1.05 -1.58 -1.23
H13 -6.69 -2.84 0.74
H14 -2.59 3.60 -1.22
H15 2.00 2.38 0.94
H16 -7.77 -0.89 -0.82
H17 5.12 -0.52 -1.87
H18 0.62 1.57 1.72
H19 4.11 1.01 1.15

---

The molecule C16H19N3OS. Source: the Open Molecules 2025 dataset; level of theory: ωB97M-V/def2-TZVPD.

Its orbital gap is 8.662 eV. The SMILES is CCc1nc(SCC(=O)N2CCCC2)c2ccccc2n1. The highest occupied orbital energy is -8.57 eV. For the lowest unoccupied orbital energy, the calculation gives 0.096 eV.

Cartesian coordinates (Å):
S1 -2.09 -0.44 0.00
O1 -0.13 0.47 -3.18
N1 0.01 -1.51 -2.15
N2 1.22 2.13 1.54
N3 -0.17 1.33 -0.18
C1 -0.60 -0.35 -2.41
C2 -0.80 0.55 0.65
C3 0.59 1.33 2.43
C4 -1.13 -0.32 2.97
C5 0.34 0.53 4.68
C6 -1.96 -0.08 -1.77
C7 -0.48 0.49 2.03
C8 1.50 3.01 -0.68
C9 -0.72 -0.30 4.28
C10 1.68 -3.17 -2.26
C11 0.33 -3.82 -1.99
C12 2.25 2.21 -1.74
C13 0.98 1.33 3.78
C14 -0.48 -2.66 -1.42
C15 1.29 -1.79 -2.78
C16 0.82 2.11 0.30
H1 2.01 -1.01 -2.52
H2 0.74 3.62 -1.17
H3 2.78 2.89 -2.41
H4 -0.28 -2.55 -0.35
H5 2.98 1.55 -1.28
H6 1.55 1.62 -2.33
H7 -1.56 -2.79 -1.56
H8 -0.12 -4.16 -2.93
H9 0.64 0.53 5.72
H10 2.24 -3.08 -1.33
H11 -1.22 -0.92 5.02
H12 2.28 -3.72 -2.98
H13 -1.95 -0.95 2.65
H14 -2.19 0.97 -1.92
H15 1.17 -1.78 -3.87
H16 0.39 -4.66 -1.31
H17 -2.73 -0.70 -2.24
H18 1.80 1.98 4.07
H19 2.19 3.66 -0.12

---

The molecule C16H19N5O7S2 in a non-equilibrium geometry. Source: the Open Molecules 2025 dataset; level of theory: ωB97M-V/def2-TZVPD.

Its orbital gap is 8.385 eV. The SMILES is COc1cc(S(=O)(=O)N2CCOCC2)ccc1NC(=O)CSc1n[nH]c(=O)[nH]c1=O. The highest occupied orbital energy is -8.56 eV. For the lowest unoccupied orbital energy, the calculation gives -0.174 eV.

Cartesian coordinates (Å):
S1 3.42 -0.67 -0.89
S2 -4.59 -0.63 0.78
O1 -1.75 -0.20 1.92
O2 -0.84 3.39 -0.71
O3 3.87 -0.30 -2.20
O4 3.97 -1.84 -0.26
O5 -0.99 -2.92 0.59
O6 -3.29 -0.08 -2.60
O7 1.47 1.35 0.90
N1 -1.30 1.63 0.66
N2 -2.96 2.58 -0.62
N3 -2.45 -1.55 -1.08
N4 -3.83 1.64 -0.27
N5 3.80 0.60 0.12
C1 1.06 -1.80 -0.11
C2 -4.79 -1.04 -1.00
C3 -3.44 -0.84 -1.67
C4 -0.47 -0.42 -1.98
C5 3.62 0.39 1.53
C6 3.47 1.93 -0.35
C7 -1.63 2.60 -0.26
C8 -3.48 0.72 0.55
C9 -0.33 -3.50 1.69
C10 -0.30 -2.04 -0.18
C11 -2.13 0.64 1.14
C12 1.64 -0.88 -0.97
C13 0.90 -0.19 -1.91
C14 -1.08 -1.32 -1.13
C15 2.19 2.44 0.34
C16 2.18 0.73 1.96
H1 2.18 1.40 2.83
H2 2.43 3.15 1.14
H3 0.03 -2.73 2.38
H4 1.50 2.91 -0.37
H5 -1.07 0.11 -2.70
H6 -0.30 1.56 0.90
H7 -5.13 -2.07 -1.04
H8 -3.28 3.23 -1.33
H9 0.51 -4.13 1.37
H10 1.70 -2.33 0.57
H11 4.31 2.60 -0.13
H12 -5.53 -0.38 -1.45
H13 4.34 1.03 2.06
H14 1.38 0.49 -2.58
H15 3.35 1.85 -1.43
H16 -1.08 -4.12 2.19
H17 -2.71 -2.18 -0.32
H18 3.87 -0.65 1.72
H19 1.60 -0.16 2.20